Density functional theory data (ωB97M-V/def2-TZVPD) for C3H4CrO4 as an isolated structure.

Properties
relative energy (zero: lowest compared OMol25 entry of this formula, charge and spin) = 481.89 kJ/mol
highest occupied orbital energy (spin up / spin down) = -13.30 / -13.36 eV
lowest unoccupied orbital energy (spin up / spin down) = -7.26 / -6.50 eV
<S²> = 8.8225
net charge = +1
HOMO-LUMO gap (spin up / spin down) = 6.048 / 6.859 eV
spin multiplicity = 6

Atoms and positions in Å:
Cr  -2.17284  -0.57032  0.40206
O  -1.53023  1.19248  -0.94587
O  -0.65696  -1.35338  1.23965
O  0.57720  0.84445  -1.47632
O  0.11067  2.06422  0.19988
C  -0.35917  1.65760  -0.92261
C  0.84759  -0.38902  -0.78383
C  0.53820  -0.23383  0.66352
H  1.00987  0.00344  1.61422
H  -0.52389  -1.47255  2.18650
H  1.92136  -0.58275  -0.90068
H  0.23820  -1.16036  -1.27652

---

Density functional theory data (ωB97M-V/def2-TZVPD) for C21H26ClNOP2Sn as an isolated structure.

Properties
relative energy (zero: lowest compared OMol25 entry of this formula, charge and spin) = 0.00 kJ/mol
highest occupied orbital energy (spin up / spin down) = -13.67 / -13.67 eV
lowest unoccupied orbital energy (spin up / spin down) = -6.59 / -6.59 eV
net charge = +2
HOMO-LUMO gap (spin up / spin down) = 7.081 / 7.082 eV

Atoms and positions in Å:
Sn  0.41604  -1.44907  0.08691
Cl  2.53271  -3.82171  -0.87563
P  1.93715  -0.34375  -1.70911
P  0.95833  -0.32840  2.32575
O  -1.66136  -4.34291  1.64600
N  -0.76652  1.20416  -0.21948
C  0.30992  -1.24093  3.75892
C  0.13270  1.30826  2.47976
C  -3.43309  1.01104  -0.95645
C  -2.77785  1.25534  -3.34033
C  -0.07344  1.39154  -2.52807
C  -3.11554  1.11713  0.40266
C  -1.09889  1.32983  -1.53338
C  1.38110  1.36456  -2.09770
C  1.81084  -1.22555  -3.29369
C  -2.47320  1.21529  -1.95406
C  2.10289  -2.80437  0.50794
C  -2.32065  1.13651  3.10588
C  -3.68216  1.04471  2.77070
C  -4.07941  1.04587  1.44556
C  -1.72360  1.25267  0.74797
C  3.71415  -0.20125  -1.37200
C  2.69794  0.01868  2.71107
C  -0.42326  1.39774  -3.87188
C  -1.34330  1.25204  2.12704
C  -1.02465  -3.48503  1.25023
C  -1.76673  1.33791  -4.27800
H  0.77529  -2.23478  3.81203
H  2.20554  -2.24325  -3.18556
H  -2.01283  1.12916  4.15505
H  3.13224  0.69165  1.95614
H  -4.47828  0.91718  -1.24273
H  -0.77910  -1.35944  3.68806
H  -1.31950  -1.43485  -0.53068
H  0.37088  1.44686  -4.62132
H  0.66250  2.00153  1.81073
H  0.26651  1.62025  3.52688
H  0.54962  -0.68203  4.67761
H  0.76321  -1.28370  -3.61310
H  -4.41917  0.97259  3.57136
H  -5.13490  1.00491  1.16883
H  4.19352  0.28813  -2.23316
H  -3.82934  1.22618  -3.63447
H  1.53130  1.96916  -1.19362
H  3.27708  -0.91483  2.73526
H  2.03673  1.72569  -2.90279
H  1.80969  -3.45533  1.33932
H  2.75469  0.50221  3.69953
H  -1.99873  1.35424  -5.34335
H  3.88377  0.40680  -0.47213
H  4.15536  -1.19597  -1.22702
H  2.98437  -2.20952  0.77709
H  2.38943  -0.68313  -4.05456